No. 1
Here is C45H55CeN5O2PS4 as an isolated structure in a non-equilibrium geometry from the OMol25 dataset. Energies are from ωB97M-V with the def2-TZVPD basis set.

Properties
**⟨S²⟩**: 0.7509
**Gap between HOMO and LUMO (alpha / beta)**: 0.204 / 0.204 hartree
**E_tot**: -124663.7010 eV
**LUMO level (alpha / beta)**: 4.02 / 4.02 eV
**Strongest force on any atom**: 0.0648 hartree/bohr
**Highest occupied orbital energy (alpha / beta)**: -1.54 / -1.53 eV

```
! wB97M-V def2-TZVPD RIJCOSX def2/J DEFGRID3
* xyz -2 2
H -6.7967 0.8441 0.5916
H -4.3783 -7.2571 3.8185
O 2.2601 -0.5584 -0.1387
C -3.7698 -7.1460 2.9431
H -2.4725 -4.4917 1.3299
C -5.8760 0.2495 0.7167
H 1.5177 2.3842 0.3840
H -1.6475 -7.0720 -1.2524
H 5.5587 5.1494 -2.6019
H -4.6725 2.0353 0.8118
S -1.8513 -2.1789 -2.5093
H 4.3235 0.5832 -0.7203
C 4.4655 -3.1325 -1.5242
C -2.6540 5.1937 1.8478
C -0.2625 0.6818 4.9657
C 3.2921 -1.1580 -0.6052
H 5.4411 3.2624 -2.8738
H -1.7402 0.6247 -5.2077
H -3.2359 6.7096 0.5480
C -0.2011 1.5489 -3.9557
C -2.8865 4.7358 -0.4903
C -0.5154 0.7962 3.6219
H 4.6543 5.0461 0.4186
H 6.3899 -0.3052 -1.6280
C -4.6201 -1.8787 0.8211
H -6.7292 -1.6612 0.4625
S 2.3408 0.5556 -3.5131
C -5.8214 -1.1530 0.6874
C -1.3153 0.9303 5.8695
C -3.3584 -5.8419 2.7214
Ce 0.3983 -0.2636 -1.5750
C -2.9210 -7.7552 0.8566
H 2.8621 -5.2868 -1.5867
C 1.7688 3.4370 0.2305
H -2.0055 3.5437 3.0579
H 0.2269 0.5400 2.9047
C 4.4561 -0.4285 -0.8822
C 2.1492 -3.3625 -0.9012
H 6.5143 -2.8219 -2.2115
C -1.1706 -3.5953 -1.6610
H 0.1284 -0.9216 -5.4356
N 3.1962 3.6832 0.5587
C 3.2455 5.2647 -1.3315
C -2.6240 3.3740 -0.2154
H -2.6075 -8.5247 0.1345
C 0.7971 -2.5064 2.1340
N -0.0628 -3.8945 -1.1571
H -4.5834 -2.9502 0.6897
H 1.4995 3.6010 -0.8369
H -1.3748 2.2151 -5.6332
H 2.0410 4.3945 -3.3407
H 1.2714 -3.0800 1.3680
C 0.8680 0.8373 -4.4127
C 5.5764 -2.3787 -1.7199
N 3.6665 4.1884 -2.1695
O -0.4267 -1.9624 1.7284
H 1.4855 -1.7544 2.5042
H 0.7319 -3.1438 2.9988
H -0.3845 -0.9872 1.4459
H 4.5349 -4.1310 -1.8218
H 5.5455 3.9839 -1.2059
H -3.4160 1.2265 6.1596
S -2.5143 -4.8474 -1.6048
C -1.7292 -6.1853 -0.6860
C 3.5710 5.0131 0.1681
H 1.0663 4.0324 0.8573
C 3.3242 -2.5220 -0.9540
C 5.5977 -0.9945 -1.3370
C 3.6226 3.2952 1.8771
H 3.5155 5.2491 -4.0274
C -2.5554 1.2392 5.4516
P -1.9362 1.1192 1.3055
H -3.8338 1.5999 3.7700
H -1.2015 0.7836 6.9610
C -3.5710 -8.1285 2.0325
H 2.9873 3.7306 2.7174
H -2.6731 5.9025 2.6238
C -2.3135 2.8976 1.0418
C -2.7392 -5.5110 1.5348
S -0.3621 2.3639 -2.3308
N -0.6835 0.5542 0.5786
C 0.6823 -0.0128 -5.6581
H -2.5838 2.7057 -1.0541
C 3.1316 4.3697 -3.4662
C -1.7825 1.1387 3.1666
C -3.5212 0.2027 1.1692
H -3.8998 -9.1356 2.1712
H 3.3109 3.4560 -4.0210
H -2.5134 -1.6869 1.3248
H 3.6336 6.2740 -1.6520
H -3.5644 -5.0312 3.4220
H 3.1727 -4.9785 0.1869
H 1.5974 -0.3492 -6.1865
H 0.7172 0.4405 5.3480
H 3.0033 5.7597 0.7648
N 0.9445 -2.9491 -1.1374
C -1.5019 1.5792 -4.7799
C -2.2505 3.8537 2.0591
H -3.0356 5.0426 -1.5202
C -2.8558 1.3572 4.0647
C -3.0113 5.6305 0.5840
C -2.4978 -6.4760 0.5898
H 1.5453 -5.4452 -0.3956
C 2.4502 -4.8448 -0.5975
H 2.1924 5.3867 -1.5170
H -2.3108 1.9251 -4.1167
H -0.7136 -5.8538 -0.4208
C -3.4725 -1.1763 1.1371
H 3.5441 2.2178 2.0346
H 0.1201 0.3802 -6.4944
H 4.6523 3.5720 2.0499
C -4.7079 0.8927 0.9595
C 5.1271 4.1267 -2.2071
*
```

***

No. 2
Here is C45H56AsCsN4O4P2 as an isolated structure in a non-equilibrium geometry from the OMol25 dataset. Energies are from ωB97M-V with the def2-TZVPD basis set.

Properties
**Gap between HOMO and LUMO**: 0.277 hartree
**E_tot**: -141690.5106 eV
**Energy above the lowest of the compared OMol25 structures with the same formula, charge and spin**: 0.0 kcal per mole
**LUMO level**: 0.00 eV
**Strongest force on any atom**: 0.0581 hartree/bohr
**Highest occupied orbital energy**: -7.53 eV

```
! wB97M-V def2-TZVPD RIJCOSX def2/J DEFGRID3
* xyz 0 1
H 1.3694 9.6672 27.1739
P 1.1617 10.8850 21.2260
H 9.4089 3.6726 34.8119
P 5.0136 7.8303 27.4563
C 4.0127 4.4657 25.2922
H 3.6921 10.2343 21.3555
C -0.5727 12.9818 20.5759
N 0.9485 8.9273 26.5727
C 8.9492 6.1767 21.2218
H 1.1903 4.7960 27.1974
C 4.3061 6.1974 26.9490
O 5.3036 8.1686 22.6970
H 7.4745 6.9703 29.6045
C 2.7085 4.2388 25.7954
C 7.3659 4.5846 31.6780
C 8.0999 7.2277 19.2151
C -1.8724 13.4255 21.1541
H 7.8150 9.6715 23.8325
H 0.8463 5.4058 31.9991
H 10.1578 6.6991 19.5254
H 2.9380 11.1256 18.5758
O 1.1498 9.8281 22.2749
C 8.4082 5.2313 33.7806
H 2.1390 3.5231 25.2606
C 1.8431 11.0835 18.6165
Cs 2.6556 7.7783 23.7068
C 3.0436 5.8990 27.4799
H -1.2050 13.7814 23.1670
C 1.8935 5.2678 31.7346
H 2.5716 6.4024 28.3330
C 3.7200 13.2233 22.9025
C 8.8626 7.3809 26.0766
C 6.5921 6.8931 21.1212
C -1.1193 11.6792 22.5684
H 1.4423 3.9414 30.0613
C 1.0192 8.8776 17.8659
H 9.7504 5.8301 21.8306
C 6.4548 6.8180 29.9673
As 6.2386 4.8777 30.0896
C 4.3383 11.8557 22.7916
H 3.6745 13.4912 23.9469
H 9.8014 8.2895 24.4257
H 0.0210 9.3142 26.3416
H 8.2725 7.6305 18.2101
C 7.6986 5.5817 32.5963
H 3.6126 3.7050 29.3732
H 0.8262 8.1653 27.2199
H 6.4630 7.2259 30.9558
H 7.7933 6.3695 27.5377
H 8.0819 5.3862 23.4774
C 8.9250 8.2513 24.9886
H 0.2157 10.6899 17.2033
C 6.8326 7.2717 19.8092
N 2.4132 11.9269 21.3551
H 9.0534 1.9300 33.0956
H 7.6786 2.5405 31.0845
H 1.9327 8.2917 17.7238
H 4.9907 6.1935 32.5281
H 5.9650 7.6622 19.2362
H 1.2757 8.2439 19.9405
H 0.2737 8.3926 17.2608
C 2.2442 4.9684 26.8327
H 4.4063 13.9618 22.4011
C 2.8970 5.8184 32.4787
H 2.6635 6.4208 33.3261
C -1.7837 13.0544 22.6344
H 4.3627 3.8583 24.4291
H 5.5037 8.7385 29.4425
C 3.7771 11.3310 21.4523
C 6.6537 8.9224 25.5365
C 1.2071 10.3519 17.4061
H -2.7269 13.0076 23.1741
C 5.2313 7.2263 21.8426
C 2.3645 13.0989 22.1702
H -1.8873 10.8930 22.4121
H 1.7417 10.4517 16.4140
H -2.0342 14.4993 21.0559
H 8.6991 5.9510 34.5277
C 5.3992 7.6456 29.2394
C 4.8006 5.4280 25.8846
H -0.6127 11.4553 23.4761
H 5.7337 5.6906 25.4332
H 2.1687 14.0166 21.5855
C 3.4935 4.3214 30.2716
N 1.3345 10.3190 19.7427
O 4.1790 6.6680 21.4463
C 7.7045 7.1686 26.7846
H 5.3989 11.8109 22.7486
H 3.9852 11.2055 23.6091
C 7.6422 6.3151 21.8254
C 9.1550 6.6796 19.9361
H 9.7885 6.8273 26.3274
C 7.8089 9.0116 24.6864
C 8.8473 3.9531 33.9578
N -0.2056 11.8046 21.4010
C 2.2026 4.4694 30.6751
H 5.8115 9.5564 25.3517
H -2.6760 12.8739 20.6702
H -0.6486 12.6712 19.5418
C 4.2156 5.7237 32.0432
H 1.5272 12.1302 18.7284
C 8.6669 2.9713 32.9795
H 4.3954 11.7128 20.6830
H 1.5299 13.0234 22.8835
C 4.5419 4.9395 30.8934
H -0.3000 9.0077 19.6612
C 0.7440 8.9959 19.3622
H 4.4409 7.3788 29.6629
O 7.2953 5.7200 23.0079
H 0.1680 13.8089 20.6288
C 7.8864 3.2862 31.8763
H 7.4487 6.5815 32.4048
C 6.5753 7.9427 26.5444
*
```